(1)
Computed, not measured: an isolated ion of composition C3H9N2S and charge +1 at a distorted geometry, with the ωB97M-V functional and the def2-TZVPD basis.

Its SMILES is N[C@@H]1[NH2+]CCS1. As for the total charge: +1. As for the largest force on an atom: 6.07 eV/Å. The value obtained for the HOMO-LUMO gap is 10.3 eV.

The geometry in XYZ format:
```
15
Properties=species:S:1:pos:R:3:forces:R:3:nbo_charge:R:1
N 0.61265 -1.74235 0.54626 -0.3755 1.0173 -1.2228 -0.868
C -0.03257 -1.09264 -0.65832 1.7655 -0.2808 5.7969 -0.042
N 0.72810 0.27707 -0.82049 0.6174 -0.6871 -0.2061 -0.512
C 0.35670 1.19764 0.26525 -1.6968 -1.4860 2.3319 -0.262
C -1.19132 1.12449 0.38461 1.7813 -3.2139 1.4222 -0.466
S -1.71863 -0.62119 -0.29885 0.1456 2.1954 0.1846 0.245
H 0.05165 -1.66557 1.37399 -0.3826 0.2654 0.1430 0.386
H 0.93465 -2.69852 0.53122 0.0315 -0.0572 -0.9030 0.407
H -0.03203 -1.76060 -1.44425 0.6443 -0.7269 -2.2517 0.250
H 0.19409 0.59931 -1.57516 -0.4272 1.1933 -2.1493 0.424
H 1.74949 0.35916 -1.05631 -1.0462 -0.9607 0.3314 0.464
H 0.76150 2.17707 0.15999 0.1985 0.6859 -0.5994 0.255
H 0.66547 0.82229 1.25264 0.7634 -0.1776 -0.7588 0.247
H -1.44157 1.14099 1.44718 -0.1808 0.0854 -0.3017 0.250
H -1.63817 1.88284 -0.10774 -1.8384 2.1476 -1.8171 0.225
```
Positions in Å, forces in eV/Å.

***

(2)
Computed, not measured: a 3-piece molecular cluster, C2H6N2S3 overall at a distorted geometry, with the ωB97M-V functional and the def2-TZVPD basis.

Its SMILES is CN=C=S.N=S.S. As for the largest force on an atom: 3.79 eV/Å. The value obtained for the HOMO-LUMO gap (spin up / spin down) is 7.4 / 7.4 eV.

The geometry in XYZ format:
```
13
Properties=species:S:1:pos:R:3:forces:R:3:nbo_charge:R:1
C 3.54945 1.80641 0.36625 1.1314 1.1713 -3.4247 -0.411
N 3.47834 0.45792 -0.21437 -0.9327 0.2812 -0.3529 -0.455
C 2.54282 -0.24064 -0.51617 1.1975 0.1988 1.2105 0.238
S 1.44056 -1.34667 -0.65986 -0.2423 -0.0536 -0.5163 -0.010
H 4.63141 2.21396 0.23836 -2.0318 -0.6649 0.1078 0.218
H 2.79238 2.47484 -0.20751 1.4227 -0.9100 1.1638 0.210
H 3.33667 1.76455 1.38343 -0.5199 -0.0522 1.7695 0.208
N -2.37609 0.06334 0.44675 -2.5350 0.3744 -1.0578 -0.824
S -1.24677 0.33343 1.39344 1.7336 0.0423 1.1126 0.465
H -2.39062 -0.61881 -0.30135 0.7941 -0.4125 -0.0418 0.362
S -5.79367 -2.18001 -0.61332 -0.7734 0.4780 0.1002 -0.291
H -4.73237 -1.37063 -0.42917 0.1363 -0.6153 -0.1056 0.146
H -5.23208 -3.35769 -0.88648 0.6196 0.1626 0.0347 0.145
```
Positions in Å, forces in eV/Å.

***

(3)
Computed, not measured: a 2-piece molecular cluster, C2H8NOS overall at a distorted geometry, with the ωB97M-V functional and the def2-TZVPD basis.

As for the expectation value of S²: 0.753. As for the multiplicity: 2. As for the largest force on an atom: 1.08 eV/Å. The value obtained for the HOMO-LUMO gap (spin up / spin down) is 9.8 / 6.5 eV.

The geometry in XYZ format:
```
13
Properties=species:S:1:pos:R:3:forces:R:3:nbo_charge:R:1
N -0.07681 1.66914 0.82842 0.1340 0.2453 -0.1275 -0.858
C 0.57882 0.85903 1.84509 0.2139 -0.6742 -0.0369 0.106
O 1.32875 -0.23161 1.33671 0.3207 0.5914 0.1400 -0.726
H -0.58034 1.14994 0.10358 0.2271 0.1475 0.7586 0.351
H -0.73213 2.27031 1.31641 -0.0555 0.0825 -0.3070 0.360
H 1.31323 1.48806 2.34184 -0.0882 0.1551 0.2336 0.161
H -0.11366 0.44861 2.59175 -0.1514 0.1337 0.0123 0.123
C -0.44492 -1.46729 -2.28530 -0.9584 0.0332 -0.5006 -0.801
S -1.27042 -0.79666 -0.83839 0.0589 -0.4024 -0.2158 0.105
H -0.17237 -2.50170 -2.07441 0.3956 0.1193 0.1107 0.245
H -1.14770 -1.49566 -3.12309 0.1442 0.0522 0.0739 0.220
H 0.40308 -0.85021 -2.58042 0.2033 -0.1891 0.2669 0.245
H 0.91447 -0.54196 0.53780 -0.4443 -0.2945 -0.4085 0.468
```
Positions in Å, forces in eV/Å.

***

(4)
Computed, not measured: a 16-piece molecular cluster, C6H48BNO16 overall at a distorted geometry, with the ωB97M-V functional and the def2-TZVPD basis.

As for the largest force on an atom: 6.74 eV/Å. The value obtained for the HOMO-LUMO gap is 7.1 eV.

The geometry in XYZ format:
```
72
Properties=species:S:1:pos:R:3:forces:R:3:lowdin_charge:R:1
C 1.87228 -1.33692 -2.95619 2.6674 1.8117 -1.9365 -0.078
O 0.56128 -1.63092 -2.40619 1.5923 -0.3871 -0.6981 -0.185
C 0.56028 -1.55692 -1.01219 0.1329 0.4201 -0.3423 -0.247
C -0.78472 -1.65792 -0.43019 -3.1543 -1.5203 -2.7998 -0.099
N -0.78972 -1.46892 1.01881 -3.6669 -0.6372 -1.8639 0.044
H -1.64472 -2.01992 1.17481 0.1965 -0.3586 0.7653 0.133
H -0.03972 -1.98492 1.39481 1.8306 -0.5801 1.2022 0.097
C -1.13472 -0.24492 1.67581 -1.1442 1.7574 0.1232 -0.078
C -0.27572 0.95308 1.33281 -1.9279 -0.2199 3.2581 -0.126
O -0.56872 1.86108 2.36681 0.2987 2.7156 0.9366 -0.221
C -0.06772 3.20708 2.11681 2.9132 0.1377 4.8177 -0.046
H 2.42428 -0.29492 -2.59319 -2.3295 -2.2399 -1.1241 0.121
H 2.02928 -1.48092 -4.14119 -1.7593 1.1010 2.3496 0.124
H 2.66628 -2.04892 -2.79219 -0.1863 -0.9849 1.5169 0.058
H 0.94428 -0.65392 -0.69219 0.3952 3.1931 0.1371 0.094
H 1.30128 -2.07692 -0.48019 0.9208 -2.4858 0.1570 0.120
H -1.31172 -2.67392 -0.48019 1.3771 0.8126 -0.5845 0.138
H -1.53972 -1.06392 -1.07519 1.2299 -0.0512 1.6481 0.190
H -1.19572 -0.55892 2.69781 1.0440 0.5734 1.1349 0.132
H -2.22172 0.01208 1.60381 0.7466 -0.3114 -1.0353 0.150
H -0.43972 1.48808 0.49081 -1.0054 0.7465 -3.5061 0.104
H 0.71628 0.82508 1.43381 3.7324 -1.4230 -0.1053 0.107
H -0.56372 4.01408 2.68481 -0.4342 -1.0808 0.3439 0.096
H -0.20072 3.49708 1.19181 -0.8007 0.8247 -5.1637 -0.004
H 1.08728 3.47708 2.35581 -2.2795 -1.6307 -0.3549 0.157
B 1.75528 2.64708 -2.32419 -1.4851 -0.3698 -0.1554 -0.476
H 1.55328 3.87608 -2.40719 0.0925 -0.5649 0.1458 -0.062
H 2.17128 2.32008 -1.23819 -0.1508 -0.0862 1.1908 -0.116
H 0.60128 1.96808 -2.56619 1.4720 0.7095 0.2043 -0.026
H 2.70828 2.29508 -2.96619 0.0317 -0.1697 -0.9291 -0.095
O -1.55672 3.97708 -1.14319 -2.2946 -1.8054 -0.3072 -0.050
H -1.29972 4.71708 -0.64319 1.0754 1.4528 0.5552 -0.058
H -0.89072 3.57108 -1.67419 1.2805 0.0449 -0.4475 -0.023
O 0.88828 1.03408 5.20181 1.3451 0.1683 1.0219 -0.069
H 1.26728 1.63108 5.89281 -0.6502 -0.7490 -0.9589 0.063
H 0.07828 1.43808 4.91581 -0.7216 0.5167 -0.0066 -0.033
O -5.55272 0.52208 1.06881 -1.9153 -0.0733 -0.5083 -0.037
H -4.93972 0.26708 1.73181 1.3255 -0.0232 0.5100 -0.052
H -5.09972 0.80708 0.28881 0.5752 0.2364 -0.4365 0.026
O -4.08172 0.26508 3.35081 -0.2918 -0.9096 -3.8046 0.003
H -4.94272 0.02608 3.61481 -0.9970 -0.1257 1.5678 0.045
H -3.43772 0.54308 3.93181 1.4947 1.0216 2.7241 -0.011
O -3.53772 -3.03992 1.11081 -0.4136 3.5731 -1.9581 0.022
H -3.98072 -3.35592 0.32481 -0.2312 -0.0042 -0.2602 0.066
H -3.31272 -3.76792 1.58581 0.9387 -3.4889 2.2729 -0.005
O 2.78928 -0.77392 -6.60219 2.7054 0.2283 0.2682 -0.069
H 3.43828 -0.12692 -6.20319 -1.4114 -0.9497 -0.6734 0.071
H 1.92828 -0.47992 -6.38819 -1.3608 0.7906 0.4660 0.001
O -1.22972 -0.82992 -4.33819 -1.3100 -0.7226 -1.1778 -0.099
H -1.69572 -1.61092 -4.76919 1.4714 1.3533 1.3095 0.065
H -0.54672 -1.05692 -3.68719 -0.4313 -0.5861 -0.2726 -0.021
O -1.83872 2.25808 4.55081 -2.0044 1.1506 0.0261 -0.096
H -2.64672 2.86508 4.47481 1.8990 -1.2604 0.1485 0.099
H -1.42072 2.24108 3.66281 -0.5217 -0.1906 0.2616 -0.022
O -0.38472 -5.48992 0.58681 -3.1853 -0.2258 -1.9152 -0.105
H 0.27828 -5.52492 -0.09419 1.5690 0.3484 -0.1350 -0.040
H -1.13972 -5.53592 -0.11719 1.2769 0.0481 2.3791 0.084
O 1.30728 -4.63292 -1.38319 2.5192 0.0174 6.0670 0.061
H 1.90228 -5.30692 -1.58719 1.4400 -1.5157 -0.9842 0.049
H 0.78728 -4.42392 -2.04619 -3.6731 1.4943 -5.4558 -0.023
O 1.10228 -2.21092 2.76081 0.9130 -0.5459 0.3286 -0.048
H 0.51728 -2.17092 3.53481 0.7886 -0.1437 0.0334 0.068
H 1.97628 -2.62092 3.00881 -1.5788 0.6736 -0.1513 0.107
O -0.95272 6.02608 0.59581 2.9306 1.1126 1.0523 -0.090
H 0.04428 5.91908 0.83181 -2.5149 0.0453 -0.7244 0.109
H -1.01072 7.00908 0.58681 -0.2728 -0.9571 -0.1589 0.070
O 5.56428 -0.90792 -2.82319 -1.4701 0.3916 0.8848 -0.111
H 5.19028 -0.72992 -3.70619 0.0632 0.0204 0.8305 0.025
H 4.86728 -0.66192 -2.11719 1.4181 -0.4465 -1.6110 0.024
O 3.88528 -0.31292 -0.42619 -0.5438 2.3338 -0.0227 -0.093
H 4.31928 0.48108 -0.03919 0.6515 -1.0711 0.2275 0.077
H 3.19428 0.28608 -0.80219 -0.2372 -0.9295 -0.2976 0.011
```
Positions in Å, forces in eV/Å.

***

(5)
Computed, not measured: a 2-piece molecular cluster, C2H5NO3 overall at a distorted geometry, with the ωB97M-V functional and the def2-TZVPD basis.

Its SMILES is O=CNC=O.O. As for the largest force on an atom: 4.14 eV/Å. The value obtained for the HOMO-LUMO gap is 10.2 eV.

The geometry in XYZ format:
```
11
Properties=species:S:1:pos:R:3:forces:R:3:nbo_charge:R:1
O -1.25376 2.34601 -1.55965 0.1406 -0.9550 1.2428 -0.513
C -1.24767 1.42230 -0.79576 2.9982 -2.1041 0.2617 0.572
N -0.08180 0.81302 -0.01646 -3.4876 2.0022 -1.0037 -0.759
C 1.25708 0.58270 -0.25635 -0.4962 -0.9700 0.3869 0.560
O 1.70725 0.17476 -1.28315 0.8369 0.7321 -0.3257 -0.516
H -1.99556 0.64977 -0.57713 -1.0773 0.8663 -0.1301 0.115
H -0.38922 0.06701 0.62536 -0.0199 0.7909 -0.2987 0.422
H 1.70646 0.58602 0.74767 1.1446 -0.0368 -0.2985 0.107
O 0.04532 -1.80907 0.93133 2.1317 -0.5144 -0.4654 -0.947
H 0.81042 -2.42851 0.87120 -0.3278 1.0919 -0.2704 0.486
H -0.55851 -2.40400 1.31293 -1.8432 -0.9031 0.9010 0.473
```
Positions in Å, forces in eV/Å.

***

(6)
Computed, not measured: one molecule with the formula C17H26N4O5 at a distorted geometry, with the ωB97M-V functional and the def2-TZVPD basis.

Its SMILES is CCN(CC(=O)Nc1ccc([N+](=O)[O-])cc1OC)CC(=O)NC(C)(C)C. As for the largest force on an atom: 1.51 eV/Å. The value obtained for the HOMO-LUMO gap is 8.2 eV.

The geometry in XYZ format:
```
52
Properties=species:S:1:pos:R:3:forces:R:3:nbo_charge:R:1
C 1.80417 2.85044 -2.30766 0.2348 -0.0511 0.1978 -0.612
C 2.47309 2.57949 -0.96498 -0.0863 0.0302 -0.3090 -0.205
N 1.48077 2.21299 0.03074 0.1991 0.0640 0.2851 -0.463
C 0.78322 3.31770 0.64609 0.0665 0.0069 0.1362 -0.308
C -0.64864 2.92390 1.01517 0.2178 -0.0006 -0.0874 0.673
O -1.27544 3.47750 1.89060 -0.0899 0.1632 0.1687 -0.602
N -1.09966 1.90977 0.22993 0.2754 -0.2748 -0.4283 -0.655
C -2.31763 1.26040 0.25021 -0.4072 -0.2062 -0.0092 0.225
C -3.34840 1.57546 1.12938 0.2079 0.0400 -0.0826 -0.253
C -4.53378 0.86713 1.09903 -0.3374 -0.4598 -0.2554 -0.183
C -4.68765 -0.16283 0.18189 1.2124 0.8833 0.1768 0.001
N -5.90667 -0.90997 0.14552 -0.6552 -0.3919 0.0024 0.528
O -6.78537 -0.60657 0.92826 -0.1546 0.0141 0.0931 -0.382
O -5.99680 -1.81214 -0.66643 -0.0731 -0.1614 -0.1211 -0.394
C -3.67170 -0.49393 -0.71669 -0.0684 -0.0655 -0.0330 -0.266
C -2.48672 0.21169 -0.69195 -0.2405 0.1845 0.2937 0.265
O -1.42852 -0.00475 -1.50968 -0.0995 0.3031 0.2823 -0.496
C -1.46478 -1.09403 -2.40160 0.0798 -0.1632 -0.1795 -0.252
C 1.90816 1.20152 0.97011 -0.1059 0.1716 -0.3451 -0.317
C 1.83752 -0.18542 0.31476 0.1862 0.2796 0.5278 0.687
O 1.43172 -0.35092 -0.81518 -0.0827 -0.0400 -0.3793 -0.635
N 2.25721 -1.17144 1.13174 0.1461 -0.2426 0.2865 -0.629
C 2.23456 -2.60272 0.81230 -0.0630 -0.2080 -0.2114 0.126
C 2.76256 -3.35103 2.03456 -0.0882 0.1906 -0.1912 -0.613
C 0.79505 -3.02649 0.50882 0.1651 0.0670 0.0220 -0.622
C 3.13258 -2.86273 -0.39943 -0.1216 0.0648 0.1102 -0.621
H 1.24770 1.96772 -2.60985 -0.0638 -0.0862 -0.0447 0.224
H 1.11921 3.69274 -2.24756 -0.0813 0.1092 -0.0329 0.198
H 2.55569 3.07120 -3.06098 0.0410 0.0881 -0.1375 0.211
H 3.06435 3.45245 -0.64414 0.0240 -0.1129 0.0234 0.171
H 3.15356 1.73503 -1.08465 0.0266 0.0560 0.0396 0.205
H 1.27936 3.71144 1.54762 -0.1505 -0.0195 -0.0854 0.202
H 0.70918 4.13989 -0.07005 0.0069 -0.0072 0.0339 0.230
H -0.40910 1.53728 -0.42543 -0.0514 0.1127 0.1582 0.460
H -3.20456 2.37739 1.83408 0.0065 0.0117 0.0064 0.261
H -5.34043 1.09849 1.77609 -0.0148 0.0163 0.0263 0.248
H -3.84790 -1.29759 -1.41353 0.0538 -0.0116 -0.0416 0.254
H -2.21202 -0.94255 -3.18655 0.0047 -0.0023 0.0524 0.181
H -1.67069 -2.03266 -1.87930 0.0009 0.0309 0.0102 0.180
H -0.46910 -1.13233 -2.83921 -0.0768 -0.0612 -0.0097 0.215
H 2.92901 1.37568 1.35241 -0.1205 -0.0216 0.0276 0.195
H 1.22460 1.20061 1.82440 0.0748 -0.0255 0.0176 0.224
H 2.55644 -0.92578 2.06178 -0.0269 0.1088 -0.0430 0.396
H 2.76651 -4.41992 1.84093 -0.0019 -0.0957 -0.0177 0.224
H 3.78027 -3.04175 2.26453 0.1329 0.0184 0.0370 0.210
H 2.13248 -3.16385 2.90197 -0.0741 0.0017 0.1188 0.210
H 0.75825 -4.08510 0.26817 -0.0131 -0.1579 -0.0208 0.210
H 0.15462 -2.83899 1.36823 -0.0721 -0.0047 0.0945 0.210
H 0.42146 -2.45780 -0.33712 -0.0841 0.0030 -0.0732 0.233
H 3.12642 -3.91963 -0.65000 0.0120 -0.1575 -0.0273 0.209
H 2.77084 -2.29585 -1.25207 0.0087 -0.0004 -0.0898 0.237
H 4.15497 -2.55916 -0.18526 0.1209 0.0092 0.0277 0.207
```
Positions in Å, forces in eV/Å.